(1)
This record from the OMol25 dataset describes a cluster of 9 separate species, C32H41Br6N5O9 in total in a non-equilibrium geometry. The level of theory is ωB97M-V/def2-TZVPD.

Geometry (Å):
1 N -0.777 -0.568 -0.454
2 H -0.767 -1.256 -1.193
3 H -1.320 -0.952 0.306
4 H -1.146 0.330 -0.734
5 H 0.149 -0.391 -0.093
6 C -5.522 -3.760 3.885
7 C -4.118 -3.233 4.025
8 O -3.658 -2.412 2.965
9 H -5.807 -4.174 2.918
10 H -6.198 -2.934 4.103
11 H -5.772 -4.496 4.649
12 H -3.448 -4.055 4.278
13 H -4.058 -2.627 4.929
14 Br 2.422 3.823 -8.474
15 C 1.535 3.733 -6.738
16 C 0.323 2.799 -6.741
17 Br -0.637 2.994 -4.980
18 H 1.252 4.756 -6.488
19 H 2.216 3.343 -5.982
20 H 0.543 1.735 -6.833
21 H -0.338 3.237 -7.488
22 Br -0.634 -5.229 -3.970
23 C -0.440 -4.950 -5.975
24 C 0.434 -6.087 -6.569
25 Br 2.139 -6.333 -5.498
26 H -0.237 -3.910 -6.233
27 H -1.431 -5.206 -6.349
28 H 0.580 -5.888 -7.631
29 H -0.170 -6.978 -6.396
30 Br -2.624 5.564 1.768
31 C -3.775 4.093 2.438
32 C -4.784 3.603 1.414
33 Br -6.191 4.890 1.001
34 H -4.208 4.481 3.360
35 H -3.082 3.288 2.683
36 H -5.185 2.668 1.805
37 H -4.260 3.258 0.523
38 C 5.784 6.765 4.690
39 C 4.566 6.120 4.833
40 C 3.969 5.521 3.719
41 C 4.579 5.586 2.453
42 C 5.824 6.284 2.360
43 C 6.372 6.927 3.440
44 N 3.955 4.869 1.279
45 O 2.917 4.219 1.508
46 O 4.492 5.031 0.196
47 H 6.268 7.343 5.464
48 H 4.116 6.079 5.814
49 H 3.060 4.950 3.837
50 H 6.387 6.162 1.446
51 H 7.181 7.590 3.170
52 C -0.875 2.286 9.219
53 C -1.299 1.814 8.020
54 C -0.376 1.412 7.058
55 C 0.981 1.479 7.282
56 C 1.421 2.031 8.493
57 C 0.467 2.370 9.472
58 N 1.948 0.829 6.330
59 O 3.152 0.861 6.518
60 O 1.420 0.188 5.434
61 H -1.549 2.545 10.022
62 H -2.315 1.688 7.677
63 H -0.747 0.932 6.164
64 H 2.483 2.088 8.683
65 H 0.975 2.710 10.362
66 C 8.787 -2.980 -4.303
67 C 8.044 -1.976 -4.949
68 C 6.853 -1.543 -4.434
69 C 6.477 -1.992 -3.162
70 C 7.316 -2.901 -2.396
71 C 8.395 -3.439 -3.017
72 N 5.237 -1.519 -2.596
73 O 5.105 -1.582 -1.356
74 O 4.417 -0.962 -3.319
75 H 9.716 -3.386 -4.677
76 H 8.456 -1.574 -5.862
77 H 6.297 -0.824 -5.017
78 H 6.931 -3.341 -1.488
79 H 8.927 -4.151 -2.404
80 C -8.470 -5.847 -3.394
81 C -8.789 -4.925 -4.367
82 C -8.320 -3.618 -4.320
83 C -7.255 -3.305 -3.448
84 C -6.803 -4.341 -2.617
85 C -7.414 -5.604 -2.553
86 N -6.738 -1.903 -3.326
87 O -7.424 -1.030 -3.822
88 O -5.652 -1.778 -2.705
89 H -9.053 -6.744 -3.542
90 H -9.499 -5.121 -5.158
91 H -8.549 -2.922 -5.113
92 H -6.039 -4.096 -1.894
93 H -7.114 -6.434 -1.930

## Properties
- Highest occupied orbital energy: -4.50 eV
- Molar mass: 1119.1 g/mol
- Total charge: 0
- Lowest unoccupied orbital energy: -0.0512 Ha


(2)
This record from the OMol25 dataset describes a cluster of 2 separate species, C5H13NO4 in total in a non-equilibrium geometry. The level of theory is ωB97M-V/def2-TZVPD.

Geometry (Å):
1 C -1.013 -0.108 -1.812
2 C 0.044 0.218 -0.752
3 C -0.584 0.544 0.612
4 O 0.373 1.051 1.539
5 C -1.745 1.534 0.529
6 O -2.109 2.001 1.807
7 C 1.111 -0.887 -0.719
8 N 2.301 -0.590 -0.052
9 O 1.084 -1.833 -1.507
10 H -1.610 0.774 -2.070
11 H -0.525 -0.414 -2.743
12 H -1.683 -0.905 -1.458
13 H 0.589 1.120 -1.085
14 H -0.960 -0.382 1.072
15 H 0.839 1.799 1.147
16 H -1.461 2.372 -0.136
17 H -2.631 1.048 0.105
18 H -1.304 2.100 2.326
19 H 2.256 -0.199 0.887
20 H 3.020 -0.155 -0.619
21 H 1.818 -2.363 1.195
22 O 0.952 -2.978 1.119
23 H 1.239 -3.745 0.614

## Properties
- ΔE to the lowest compared entry with this formula, charge and spin: 0.8340 eV
- Highest occupied orbital energy: -10.04 eV
- Molar mass: 151.2 g/mol
- SMILES string: C[C@H](C(N)=O)[C@@H](O)CO.O
- Total charge: 0
- Lowest unoccupied orbital energy: 0.0124 Ha


(3)
This record from the OMol25 dataset describes a cluster of 7 separate species, C28H51BrN9 in total in a non-equilibrium geometry. The level of theory is ωB97M-V/def2-TZVPD.

Geometry (Å):
1 N 2.578 -2.498 0.760
2 C 1.719 -1.724 0.163
3 N 0.379 -2.275 -0.054
4 C -0.583 -1.454 0.738
5 C -0.299 0.096 0.723
6 C 1.244 0.471 0.801
7 N 1.919 -0.370 -0.254
8 Br 3.721 0.076 -0.486
9 H 3.584 -2.410 0.747
10 H 2.185 -3.267 1.307
11 H 0.225 -2.093 -1.062
12 H -0.566 -1.802 1.817
13 H -1.654 -1.590 0.393
14 H -0.859 0.534 1.608
15 H -0.748 0.603 -0.186
16 H 1.714 0.153 1.787
17 H 1.339 1.572 0.609
18 C -1.623 4.210 2.124
19 C -2.809 4.309 3.078
20 C -2.896 3.126 4.046
21 C -3.056 1.858 3.281
22 N -3.181 0.873 2.688
23 H -1.697 3.331 1.479
24 H -1.583 5.086 1.475
25 H -0.680 4.153 2.676
26 H -3.730 4.377 2.493
27 H -2.726 5.233 3.655
28 H -3.749 3.249 4.715
29 H -1.994 3.064 4.656
30 C 0.578 1.596 -5.419
31 C 1.921 1.374 -4.732
32 C 1.800 1.257 -3.209
33 C 1.227 2.510 -2.648
34 N 0.783 3.485 -2.212
35 H 0.116 2.535 -5.106
36 H 0.709 1.644 -6.502
37 H -0.117 0.782 -5.197
38 H 2.591 2.199 -4.988
39 H 2.374 0.459 -5.124
40 H 2.784 1.086 -2.767
41 H 1.156 0.419 -2.938
42 C 0.180 1.080 7.177
43 C 0.916 2.282 7.761
44 C -0.017 3.259 8.481
45 C -1.031 3.791 7.531
46 N -1.819 4.204 6.793
47 H -0.545 1.381 6.417
48 H 0.886 0.398 6.699
49 H -0.350 0.528 7.958
50 H 1.443 2.800 6.955
51 H 1.673 1.928 8.465
52 H 0.556 4.092 8.892
53 H -0.530 2.762 9.308
54 C -4.324 -1.803 -1.763
55 C -4.577 -0.300 -1.817
56 C -3.852 0.385 -2.981
57 C -2.384 0.197 -2.844
58 N -1.242 0.054 -2.735
59 H -3.267 -2.027 -1.600
60 H -4.881 -2.252 -0.938
61 H -4.640 -2.287 -2.690
62 H -4.262 0.148 -0.869
63 H -5.651 -0.123 -1.914
64 H -4.075 1.454 -2.985
65 H -4.178 -0.031 -3.935
66 C 5.523 -6.062 2.784
67 C 6.241 -4.846 3.361
68 C 5.295 -3.884 4.089
69 C 4.264 -3.371 3.148
70 N 3.460 -2.969 2.413
71 H 4.787 -5.776 2.029
72 H 6.238 -6.731 2.302
73 H 5.010 -6.623 3.570
74 H 6.753 -4.318 2.550
75 H 7.010 -5.184 4.059
76 H 5.856 -3.039 4.494
77 H 4.798 -4.390 4.920
78 C -0.439 -0.629 -8.615
79 C -1.589 -1.629 -8.663
80 C -2.957 -0.974 -8.455
81 C -3.011 -0.317 -7.119
82 N -3.053 0.193 -6.083
83 H -0.367 -0.146 -7.638
84 H 0.512 -1.134 -8.797
85 H -0.562 0.147 -9.375
86 H -1.425 -2.395 -7.900
87 H -1.580 -2.134 -9.632
88 H -3.746 -1.726 -8.512
89 H -3.146 -0.226 -9.228

## Properties
- Highest occupied orbital energy: -12.70 eV
- Molar mass: 593.7 g/mol
- Total charge: +1
- Lowest unoccupied orbital energy: -0.1061 Ha


Record-wise frontier orbital gap values, in eV: 3.10 10.38 9.81